A molecular structure, C24H33F3IrN3O3PSSiTe in a non-equilibrium geometry. Source: the Open Molecules 2025 dataset; level of theory: ωB97M-V/def2-TZVPD.

```
71
Properties=species:S:1:pos:R:3:lowdin_spin:R:1
Ir 0.69160 0.65813 0.78408 1.994
C -1.26907 3.17568 2.38643 0.038
Si 0.08144 1.94713 2.74216 0.213
C 1.52814 2.89971 3.36039 0.043
C -0.55439 0.83766 4.13270 0.037
C -0.72156 -0.53118 4.01162 0.015
C -1.25825 -1.29868 5.02931 0.001
C -1.60980 -0.70942 6.23273 0.000
C -1.42899 0.65354 6.38150 0.002
C -0.92497 1.41453 5.34008 0.005
H -1.68911 3.48996 3.32853 0.005
H -2.07490 2.73106 1.79307 0.001
H -0.87208 4.04201 1.86356 0.000
H 1.24812 3.53240 4.20123 0.007
H 1.90513 3.52398 2.55409 0.001
H 2.31606 2.22439 3.70703 0.002
H -0.44938 -0.99878 3.07691 0.012
H -1.36811 -2.35784 4.88211 0.000
H -2.03210 -1.29162 7.03280 0.000
H -1.68156 1.15574 7.30217 0.000
H -0.81525 2.47116 5.48676 0.000
C 1.54316 2.48593 -5.20388 0.000
C 2.05378 1.47883 -4.21779 0.005
C 2.42201 0.18100 -4.50379 0.025
C 2.79602 -0.63012 -3.41941 0.007
N 2.80492 -0.22394 -2.14813 0.037
C 2.51276 1.05888 -1.88935 0.074
S 2.50834 1.73839 -0.30949 0.327
N 2.15116 1.85861 -2.92596 0.036
C 3.25849 -2.04012 -3.63823 0.000
H 1.68155 2.13495 -6.22717 0.000
H 2.05006 3.44820 -5.09371 0.000
H 0.48493 2.67148 -5.01853 0.000
H 2.36810 -0.23555 -5.49490 0.002
H 1.82985 2.79706 -2.65040 0.003
H 3.00522 -2.38520 -4.64712 0.000
H 2.83481 -2.73460 -2.89913 0.000
H 4.34604 -2.08239 -3.52896 0.000
C -0.68252 -1.58078 -3.31738 0.000
C -1.72027 -0.48375 -3.42691 0.000
O -1.18504 0.77331 -3.02680 0.007
P -1.53089 1.21944 -1.52480 0.058
O -1.07589 0.24967 -0.48882 0.116
Te -0.40943 3.36181 -1.21442 0.711
O -3.10578 1.41984 -1.45276 0.015
C -3.80736 2.23719 -2.41039 0.013
C -5.29116 2.01971 -2.17903 0.001
H -1.14514 -2.55502 -3.52882 0.000
H -0.25411 -1.59705 -2.30991 0.000
H 0.12496 -1.43073 -4.04492 0.000
H -2.60555 -0.72184 -2.83469 0.000
H -2.05847 -0.36173 -4.46147 0.000
H -3.51814 1.96303 -3.42508 0.000
H -3.51029 3.28022 -2.25749 0.014
H -5.57703 0.97700 -2.35594 0.000
H -5.87558 2.64217 -2.84077 0.000
H -5.58105 2.28655 -1.16570 0.000
F 1.32555 -6.43152 1.83742 0.001
C 1.43603 -5.42767 2.70987 0.001
F 2.55786 -5.64397 3.41378 0.000
F 0.38217 -5.49513 3.55263 0.001
C 1.44411 -4.07451 2.02452 0.010
C 2.47248 -3.16496 2.20633 0.002
C 2.31599 -1.88823 1.68613 0.027
N 1.22730 -1.49803 1.02122 0.098
C 0.26864 -2.41761 0.80614 0.023
C 0.33622 -3.71176 1.28617 0.001
H 3.36222 -3.41430 2.75481 0.000
H 3.09124 -1.14069 1.80425 0.005
H -0.60285 -2.08738 0.24885 0.002
H -0.48039 -4.39421 1.10070 0.000
```

Properties
- total charge = +1
- relative energy (zero: lowest compared OMol25 entry of this formula, charge and spin) (kJ/mol) = 0.0
- HOMO (alpha / beta) (eV) = -9.28 / -10.80
- 2S+1 = 5
- orbital gap (alpha / beta) (eV) = 6.1150 / 5.5343